Below is a 2-piece molecular cluster, C4H9NO overall, with properties calculated with ωB97M-V/def2-TZVPD.

The value obtained for the energy is -7829.1499 eV. The value obtained for the energy relative to the best compared isomer or geometry (same formula, charge and spin) is 305.9 kJ/mol. The calculation puts the HOMO energy at -0.3758 hartree. The molecular weight is 87.12 g mol⁻¹. As for the frontier orbital gap: 11.113 eV. Its spin multiplicity is 1. Its structure (SMILES) is C=CCO.C=N.

Positions of all 15 atoms, in Å:
1 C 1.257 2.223 -0.592
2 C 0.287 1.635 0.153
3 C 0.534 0.512 1.150
4 O 0.232 0.907 2.506
5 H 1.002 2.851 -1.445
6 H 2.266 1.845 -0.593
7 H -0.764 1.910 -0.040
8 H -0.115 -0.377 0.939
9 H 1.559 0.220 1.161
10 H 0.105 1.848 2.542
11 C -1.113 -2.328 -1.056
12 N -1.778 -3.144 -1.831
13 H -0.749 -1.437 -1.567
14 H -0.765 -2.614 -0.048
15 H -1.958 -4.050 -1.279

=====

Below is the molecule C4H9NO, with properties calculated with ωB97M-V/def2-TZVPD.

The value obtained for the energy is -7830.2906 eV. The value obtained for the energy relative to the best compared isomer or geometry (same formula, charge and spin) is 195.8 kJ/mol. The calculation puts the HOMO energy at -0.2768 hartree. The molecular weight is 87.12 g mol⁻¹. As for the frontier orbital gap: 8.565 eV. Its spin multiplicity is 1. Its structure (SMILES) is C/C=C(\N)OC.

Positions of all 15 atoms, in Å:
1 C 0.534 1.156 1.591
2 C 0.012 0.676 0.279
3 C -0.448 -0.556 0.033
4 N -0.955 -1.389 1.024
5 O -0.389 -1.081 -1.230
6 C 0.780 -0.648 -1.953
7 H 0.945 0.312 2.159
8 H -0.199 1.674 2.218
9 H 1.364 1.847 1.403
10 H 0.053 1.341 -0.571
11 H -1.411 -0.872 1.766
12 H -1.452 -2.225 0.757
13 H 0.637 -0.993 -2.974
14 H 0.937 0.439 -1.986
15 H 1.687 -1.083 -1.510

=====

Below is the molecule C4H9NO, with properties calculated with ωB97M-V/def2-TZVPD.

The value obtained for the energy is -7826.7311 eV. The value obtained for the energy relative to the best compared isomer or geometry (same formula, charge and spin) is 539.2 kJ/mol. The calculation puts the HOMO energy (alpha / beta) at -0.2904 / -0.3262 hartree. The molecular weight is 87.12 g mol⁻¹. As for the frontier orbital gap (alpha / beta): 6.629 / 8.303 eV. Its spin multiplicity is 1.

Positions of all 15 atoms, in Å:
1 C -1.063 0.041 0.863
2 C -0.245 -0.480 -0.253
3 C -0.895 -0.512 -1.626
4 N 0.606 0.665 -0.048
5 C 1.520 0.467 1.141
6 O 2.462 -0.345 0.924
7 H -1.681 0.906 0.649
8 H 0.647 0.134 1.879
9 H -1.239 -0.473 1.803
10 H 0.285 -1.411 -0.025
11 H -0.127 -0.672 -2.392
12 H -1.402 0.436 -1.838
13 H -1.626 -1.322 -1.697
14 H 1.012 1.073 -0.894
15 H 1.746 1.493 1.516